C33H66F8O5S | ωB97M-V with the def2-TZVPD basis set

XYZ file:
```
113
Properties=species:S:1:pos:R:3:forces:R:3
O -3.0022 -1.0593 -0.4505 -0.19 -0.03 0.08
S -2.6455 -0.5696 -1.7378 0.13 -0.11 0.13
O -3.4592 0.3418 -2.4391 -0.12 0.26 -0.08
O -1.1539 -0.0167 -1.6446 0.09 0.18 0.04
C -0.2427 -1.1134 -1.7424 0.20 -0.61 -0.17
C -1.0765 -2.3600 -2.1370 -0.06 0.24 0.04
C -0.4215 -3.2679 -3.1582 -0.01 0.05 -0.05
C -0.8551 -4.7075 -2.9893 -0.06 -0.07 0.09
O -2.2636 -4.7062 -3.0755 0.07 -0.02 -0.19
C -2.8566 -5.9659 -2.9724 0.07 0.05 0.10
C -4.3597 -5.7720 -2.9333 -0.05 0.10 0.17
F -4.9349 -6.9938 -3.0352 -0.04 -0.13 -0.02
F -4.7688 -5.0382 -3.9877 -0.06 0.03 -0.05
C -4.8828 -5.1233 -1.6185 0.12 0.09 0.11
F -4.7404 -6.0661 -0.6486 -0.04 0.20 -0.17
F -4.1279 -4.0592 -1.2626 -0.10 -0.27 0.00
C -6.3688 -4.6657 -1.6168 0.15 -0.04 -0.04
F -6.7027 -4.4721 -0.3196 -0.03 0.00 0.16
F -7.1210 -5.6724 -2.0880 -0.07 -0.08 -0.03
C -6.7238 -3.3337 -2.3541 0.09 -0.01 0.10
F -5.6562 -2.7898 -2.9614 0.17 0.11 -0.02
F -7.6498 -3.5831 -3.2921 -0.22 -0.05 -0.16
O -2.2889 -1.7788 -2.6870 0.07 -0.28 0.03
H 0.4961 -0.8725 -2.5082 -0.09 0.12 0.00
H 0.2640 -1.3126 -0.7967 -0.08 0.28 0.04
H -1.3683 -2.9120 -1.2401 0.04 -0.03 -0.03
H 0.6665 -3.1948 -3.0680 -0.05 -0.04 0.00
H -0.7055 -2.9187 -4.1540 0.11 0.04 0.02
H -0.4123 -5.3510 -3.7606 -0.02 0.04 0.02
H -0.5447 -5.0888 -2.0045 0.01 -0.02 -0.06
H -2.6412 -6.5990 -3.8435 0.00 0.02 0.05
H -2.5510 -6.4953 -2.0601 0.00 0.00 -0.05
H -7.1210 -2.6247 -1.6259 -0.01 -0.01 0.00
C 0.2511 -2.9029 1.9671 -0.08 0.02 0.06
C -0.5939 -2.3261 3.1029 0.09 0.05 -0.06
C -0.8648 -0.8289 2.9428 -0.01 0.01 -0.04
C 0.3851 0.0546 2.9197 0.00 -0.03 -0.06
C 1.2878 -0.0647 4.1465 -0.02 0.01 0.01
C 0.5840 0.3212 5.4427 0.02 0.00 0.00
H 1.2341 -2.4307 1.9158 0.00 0.00 -0.01
H 0.4087 -3.9757 2.0867 -0.02 0.00 0.00
H -0.2530 -2.7425 1.0094 0.01 -0.01 -0.01
H -0.0986 -2.5188 4.0590 0.00 0.00 0.00
H -1.5501 -2.8526 3.1441 0.00 0.00 -0.01
H -1.5270 -0.4925 3.7452 0.00 -0.04 0.01
H -1.4193 -0.6685 2.0122 -0.02 -0.02 0.01
H 0.0631 1.0961 2.8157 0.02 0.01 0.00
H 0.9752 -0.1636 2.0234 -0.01 -0.01 -0.01
H 2.1582 0.5810 4.0002 0.01 0.00 0.01
H 1.6780 -1.0835 4.2295 0.00 0.00 -0.02
H 0.1984 1.3412 5.3779 -0.02 -0.01 0.03
H 1.2609 0.2726 6.2965 0.01 0.00 -0.01
H -0.2595 -0.3384 5.6532 0.00 0.00 0.01
C 4.8953 4.4923 -0.1486 -0.01 -0.04 0.01
C 4.0601 3.7088 -1.1543 -0.01 0.03 -0.07
C 2.7868 3.1028 -0.5691 -0.02 -0.05 -0.05
C 3.0160 2.0581 0.5241 -0.03 0.05 0.04
C 3.9083 0.8907 0.1087 0.01 -0.03 0.01
C 3.3495 0.0876 -1.0603 0.00 -0.02 0.02
H 5.2443 3.8581 0.6684 0.00 0.00 0.00
H 5.7752 4.9287 -0.6227 0.00 0.01 0.00
H 4.3127 5.3061 0.2886 0.00 -0.01 0.01
H 4.6689 2.9169 -1.6020 0.02 0.02 -0.01
H 3.7794 4.3689 -1.9799 0.02 0.01 0.00
H 2.2118 2.6484 -1.3818 -0.03 0.01 0.02
H 2.1549 3.9021 -0.1702 0.02 0.01 0.02
H 2.0413 1.6688 0.8364 0.01 -0.01 0.01
H 3.4451 2.5342 1.4102 0.00 0.02 -0.01
H 4.0378 0.2277 0.9687 0.01 0.00 0.00
H 4.9082 1.2540 -0.1441 0.01 0.01 0.02
H 2.3600 -0.3024 -0.8092 0.00 0.01 -0.01
H 3.9938 -0.7596 -1.3021 -0.01 0.00 -0.01
H 3.2500 0.6929 -1.9636 -0.01 0.00 0.04
C -3.9376 2.7457 8.7585 0.02 0.01 -0.01
C -3.3756 3.8490 7.8684 0.00 0.00 0.01
C -4.1780 4.0678 6.5864 -0.01 0.00 0.00
C -4.2516 2.8510 5.6612 -0.01 0.00 0.01
C -2.8959 2.2959 5.2278 0.03 -0.01 -0.04
C -2.0530 3.2949 4.4417 0.00 -0.01 0.01
H -3.9218 1.7764 8.2577 0.00 0.00 0.00
H -3.3596 2.6481 9.6783 -0.01 0.00 0.00
H -4.9725 2.9593 9.0352 0.00 -0.01 -0.01
H -2.3345 3.6222 7.6210 0.00 0.01 -0.01
H -3.3531 4.7873 8.4286 0.00 0.00 0.00
H -3.7537 4.9161 6.0427 0.00 0.00 -0.01
H -5.1981 4.3625 6.8529 0.00 0.00 0.01
H -4.8233 3.1264 4.7693 0.01 0.00 0.00
H -4.8214 2.0549 6.1477 0.00 0.01 0.01
H -3.0633 1.4078 4.6120 0.00 0.00 0.01
H -2.3364 1.9533 6.1035 0.00 -0.01 0.00
H -2.5837 3.6319 3.5485 0.00 0.01 0.01
H -1.1111 2.8493 4.1182 -0.01 0.00 -0.01
H -1.8101 4.1765 5.0374 0.00 0.00 0.00
C 6.0372 0.4537 -7.3522 -0.01 0.01 0.00
C 5.5414 1.8207 -6.8930 0.01 -0.01 -0.01
C 5.6131 2.0196 -5.3797 0.00 0.00 0.01
C 4.7751 1.0336 -4.5637 0.01 0.00 0.01
C 3.2879 1.0126 -4.9156 0.01 0.02 0.02
C 2.5963 2.3539 -4.6995 -0.04 0.00 0.06
H 5.4294 -0.3546 -6.9421 0.00 0.00 0.00
H 6.0056 0.3673 -8.4389 0.01 0.00 0.00
H 7.0688 0.2875 -7.0337 0.00 -0.01 0.01
H 4.5152 1.9718 -7.2400 0.00 0.01 0.01
H 6.1379 2.6001 -7.3740 0.00 0.00 -0.01
H 5.3096 3.0423 -5.1404 -0.01 0.00 0.01
H 6.6566 1.9339 -5.0600 0.00 0.00 -0.01
H 4.8825 1.2852 -3.5028 0.00 -0.01 -0.02
H 5.1825 0.0248 -4.6748 0.01 0.00 0.00
H 2.7995 0.2524 -4.2978 -0.02 0.00 -0.02
H 3.1502 0.6908 -5.9517 0.02 -0.01 0.00
H 2.7131 2.6857 -3.6640 0.02 0.01 -0.02
H 1.5271 2.2886 -4.9060 0.00 -0.01 0.00
H 3.0074 3.1339 -5.3418 0.01 -0.02 -0.02
```
Forces are in eV/Å.

Values from the calculation:
DFT total energy = -78104.4943 eV
lowest unoccupied orbital energy = 0.3 eV

Mulliken population analysis, charges in e, atoms 1 to 4: atom 1 (O): -0.53, atom 2 (S): 1.12, atom 3 (O): -0.64, atom 4 (O): -0.23